Below is a 3-piece molecular cluster, C4H15NO2S overall, with properties calculated with ωB97M-V with the def2-TZVPD basis set.

Properties
gap between HOMO and LUMO: 9.182 eV
largest force on an atom: 3.7 eV/A
SMILES: CN[C@H](C)CS.O.O
energy relative to the best compared isomer or geometry (same formula, charge and spin): 58.0 kcal per mole
E_LUMO: 0.5 eV
calculated total energy: -20809.359 eV

Geometry as ORCA input:
```
! RIJCOSX wB97M-V def2-TZVPD def2/J DEFGRID3
* xyz 0 1
C -0.347 0.980 -2.272
N -0.744 1.055 -0.877
C -0.394 0.176 0.209
C -1.031 -1.320 0.025
C -1.106 0.750 1.393
S -0.564 -0.049 3.040
H -1.118 0.386 -2.750
H -0.445 1.955 -2.784
H 0.603 0.451 -2.456
H -1.553 1.496 -0.666
H 0.737 0.050 0.262
H -0.804 -1.970 0.989
H -2.134 -1.362 0.194
H -0.828 -1.867 -0.956
H -0.699 1.788 1.477
H -2.194 0.406 1.484
H -0.108 -1.326 2.506
O 2.128 -3.041 -0.169
H 1.320 -2.934 0.333
H 2.199 -2.231 -0.768
O 2.654 2.188 0.808
H 1.808 2.520 1.088
H 2.619 1.900 -0.109
*
```

Mulliken population analysis, charges in e, atoms 1 to 8: -0.9304, -0.2017, 0.5088, -1.2883, -0.9488, -0.1959, 0.3521, 0.3041